The following is a quantum chemistry calculation of C6H10O in the gas phase, from OMol25.

Atoms and positions in Å:
C (1.391, -0.271, -0.260)
C (0.763, -1.446, -0.371)
C (-0.588, -1.568, 0.265)
O (-1.533, -0.698, -0.422)
C (-1.007, 0.559, -0.805)
C (-0.473, 1.380, 0.365)
C (0.929, 0.797, 0.726)
H (2.196, -0.020, -0.949)
H (1.065, -2.184, -1.113)
H (-0.558, -1.283, 1.325)
H (-0.995, -2.583, 0.203)
H (-1.727, 1.064, -1.450)
H (-0.118, 0.401, -1.431)
H (-1.157, 1.347, 1.223)
H (-0.391, 2.435, 0.069)
H (1.673, 1.596, 0.777)
H (0.898, 0.331, 1.716)

SMILES	C1=CCOCCC1
multiplicity	1
E_tot	-309.7972	hartree
LUMO	1.100	eV
Kohn-Sham gap	10.36	eV


The following is a quantum chemistry calculation of C6H11ClSi in the gas phase, from OMol25.

Atoms and positions in Å:
C (-0.555, -1.747, -1.276)
Si (-0.595, -0.152, -0.141)
C (-0.718, 1.464, -1.127)
C (-1.826, -0.397, 1.357)
C (1.512, -0.170, 0.851)
C (2.137, 1.119, 1.375)
C (2.539, 0.656, 0.173)
Cl (3.587, 0.695, -1.149)
H (-1.163, -1.826, -2.186)
H (0.432, -1.850, -1.742)
H (-0.916, -2.433, -0.566)
H (0.156, 2.178, -0.851)
H (-0.834, 1.121, -2.112)
H (-1.670, 2.101, -0.860)
H (-1.781, -1.460, 1.476)
H (-1.517, 0.101, 2.161)
H (-2.858, -0.005, 1.071)
H (1.880, -1.094, 1.320)
H (2.192, 1.699, 2.225)

SMILES	C[Si](C)(C)[C@@H]1C=C1Cl
multiplicity	1
E_tot	-984.7540	hartree
LUMO	0.866	eV
Kohn-Sham gap	8.61	eV